The following is a quantum chemistry calculation of C20H25ClN2O5S in the gas phase, from the Open Molecules 2025 dataset.

gap between HOMO and LUMO: 8.933 eV
SMILES string: COCCCNC(=O)C[C@H](NS(=O)(=O)c1ccc(Cl)cc1)c1ccc(OC)cc1
molecular weight: 440.9 g mol⁻¹
E: -57721.059 eV
E_HOMO: -8.695 eV

Last column: Mulliken charge in e.
Cartesian coordinates (Å):
C 0.7195 4.5114 2.2347  -0.60
O 1.4448 4.7842 1.0642  -0.36
C 0.6518 4.6822 -0.1025  0.04
C 1.5518 4.7197 -1.3386  -0.75
C 2.7849 3.8246 -1.1805  -0.91
N 2.4637 2.4692 -0.7980  0.05
C 2.6342 1.4148 -1.6133  -0.23
O 3.0180 1.5051 -2.7643  -0.68
C 2.2885 0.0744 -0.9727  -0.51
C 0.9901 -0.4537 -1.5962  -0.22
N -0.1086 0.5065 -1.5036  -0.23
S -0.7073 0.9712 -0.0251  1.59
O -1.5033 2.1339 -0.2959  -0.82
O 0.3176 1.1030 0.9811  -0.80
C -1.7952 -0.3659 0.4343  -0.29
C -1.5822 -1.0539 1.6115  -0.09
C -2.4462 -2.0729 1.9718  -0.81
C -3.5110 -2.3841 1.1381  0.41
Cl -4.5705 -3.6674 1.5676  -0.22
C -3.7348 -1.6766 -0.0366  -0.97
C -2.8694 -0.6559 -0.3845  -0.39
C 0.4891 -1.7539 -1.0152  -0.34
C -0.5539 -2.4000 -1.6774  -0.32
C -1.1132 -3.5505 -1.1735  -0.78
C -0.6404 -4.1004 0.0201  0.85
O -1.2808 -5.2171 0.4524  -0.45
C -0.8669 -5.8087 1.6607  -0.83
C 0.4192 -3.4805 0.6696  -0.58
C 0.9719 -2.3188 0.1524  -0.34
H 0.3036 3.4963 2.2125  0.16
H -0.1030 5.2249 2.3689  0.31
H 1.4198 4.6054 3.0630  0.26
H 0.0737 3.7493 -0.0782  -0.05
H -0.0690 5.5140 -0.1400  0.53
H 1.9032 5.7381 -1.5081  0.37
H 0.9625 4.4077 -2.2017  0.32
H 3.3272 3.7675 -2.1273  0.45
H 3.4315 4.2550 -0.4115  0.35
H 2.0550 2.3383 0.1160  0.23
H 3.0908 -0.6318 -1.1912  0.62
H 2.1734 0.1941 0.1017  0.30
H 1.1688 -0.5945 -2.6705  0.80
H 0.0065 1.3147 -2.0964  0.39
H -0.7426 -0.7808 2.2303  0.55
H -2.3015 -2.6207 2.8896  0.48
H -4.5757 -1.9264 -0.6638  0.46
H -3.0144 -0.0776 -1.2822  0.47
H -0.9306 -1.9801 -2.5977  0.46
H -1.9236 -4.0489 -1.6808  0.46
H -0.9690 -5.1162 2.5021  0.28
H -1.5288 -6.6596 1.8129  0.25
H 0.1677 -6.1610 1.6026  0.36
H 0.8247 -3.8863 1.5827  0.42
H 1.7887 -1.8612 0.6865  0.36

***

The following is a quantum chemistry calculation of C20H25ClN4O in the gas phase, from the Open Molecules 2025 dataset.

gap between HOMO and LUMO: 8.066 eV
SMILES string: Cc1ccc(NC(=O)NCCN2CCN(c3ccccc3)CC2)cc1Cl
molecular weight: 372.9 g mol⁻¹
E: -41677.249 eV
E_HOMO: -7.546 eV

Last column: Mulliken charge in e.
Cartesian coordinates (Å):
C 5.2617 3.0784 1.1238  -1.66
C 4.5306 1.8211 0.7744  0.63
C 3.7071 1.1732 1.6863  -0.87
C 3.0283 0.0115 1.3728  -0.44
C 3.1584 -0.5459 0.1042  0.80
N 2.4908 -1.7004 -0.2978  -0.05
C 1.6073 -2.4712 0.4263  0.64
O 1.3421 -2.2957 1.5946  -0.62
N 1.1001 -3.5230 -0.3004  -0.30
C -0.1764 -4.0695 0.1021  -0.91
C -1.3248 -3.3336 -0.6118  -0.93
N -1.1066 -1.9007 -0.5611  0.53
C -1.7207 -1.1709 -1.6545  -0.61
C -1.2369 0.2827 -1.5921  -1.29
N -1.5908 0.9135 -0.3431  0.06
C -2.8109 1.5573 -0.1893  0.89
C -3.7939 1.5739 -1.1845  -0.40
C -4.9665 2.2870 -1.0178  -0.81
C -5.2048 3.0002 0.1424  -0.47
C -4.2375 3.0014 1.1342  -0.65
C -3.0611 2.3005 0.9720  -0.18
C -1.0260 0.1555 0.7540  -0.93
C -1.4901 -1.3041 0.7072  -1.13
C 3.9790 0.0864 -0.8287  -0.94
C 4.6477 1.2459 -0.4873  0.32
Cl 5.6584 1.9925 -1.6807  -0.24
H 6.3361 2.9359 1.0122  0.37
H 5.0504 3.3733 2.1478  0.37
H 4.9661 3.8867 0.4557  0.35
H 3.5953 1.5924 2.6751  0.29
H 2.4012 -0.4720 2.1022  0.54
H 2.6666 -1.9738 -1.2539  0.19
H 1.2305 -3.4896 -1.3014  0.21
H -0.2103 -5.1352 -0.1373  0.38
H -0.2415 -3.9452 1.1834  0.43
H -1.3307 -3.6352 -1.6641  0.45
H -2.2875 -3.6353 -0.1680  0.29
H -1.4123 -1.6205 -2.6027  0.47
H -2.8235 -1.1997 -1.5967  0.39
H -1.6213 0.8616 -2.4314  0.58
H -0.1421 0.2811 -1.6493  0.37
H -3.6603 1.0209 -2.1013  0.23
H -5.7063 2.2741 -1.8058  0.36
H -6.1246 3.5499 0.2709  0.39
H -4.3969 3.5641 2.0429  0.36
H -2.3147 2.3481 1.7499  0.43
H -1.3106 0.5872 1.7104  0.40
H 0.0648 0.1837 0.6685  0.21
H -1.0047 -1.8489 1.5162  0.65
H -2.5859 -1.3443 0.8518  0.46
H 4.0978 -0.3251 -1.8204  0.41

***

The following is a quantum chemistry calculation of 5 unconnected molecules or ions with the total composition C20H25F15O10, from the Open Molecules 2025 dataset.

gap between HOMO and LUMO: 11.344 eV
SMILES string: CCOC(=O)C(F)(F)F.CCOC(=O)C(F)(F)F.CCOC(=O)C(F)(F)F.CCOC(=O)C(F)(F)F.CCOC(=O)C(F)(F)F
molecular weight: 710.4 g mol⁻¹
E: -82380.974 eV
E_HOMO: -11.188 eV

Last column: Mulliken charge in e.
Cartesian coordinates (Å):
C -10.1301 -5.4011 3.3395  -0.94
C -10.3264 -5.9909 1.8644  -0.34
O -9.3975 -5.3122 1.0059  -0.29
C -8.0956 -5.7212 0.9224  0.32
O -7.5700 -6.5603 1.6665  -0.53
C -7.3312 -4.9886 -0.1570  0.90
F -6.2539 -5.7565 -0.5061  -0.24
F -8.1389 -4.7896 -1.2245  -0.23
F -6.8499 -3.8421 0.3316  -0.23
H -10.3910 -4.3460 3.4224  0.29
H -9.0960 -5.5430 3.6535  0.30
H -10.7930 -6.0186 3.9457  0.34
H -11.3107 -5.8564 1.4159  0.33
H -10.1965 -7.0703 1.7863  0.33
C -7.0565 1.0915 3.0405  -1.15
C -5.9970 2.1584 2.6303  -0.18
O -6.3669 3.0397 1.5727  -0.29
C -6.9527 4.2635 1.8550  0.42
O -6.9306 4.7073 2.9745  -0.48
C -7.2297 5.1761 0.6659  0.80
F -8.3736 5.7996 0.8629  -0.25
F -6.3149 6.2269 0.4512  -0.25
F -7.4258 4.4663 -0.3946  -0.22
H -7.7730 0.7713 2.2840  0.32
H -7.6978 1.5810 3.7735  0.31
H -6.5481 0.2503 3.5117  0.36
H -5.1970 1.5344 2.2319  0.31
H -5.5919 2.5665 3.5563  0.31
C 7.7855 7.2348 0.7952  -1.11
C 8.9759 6.5801 1.4550  -0.28
O 8.5762 6.3106 2.7591  -0.21
C 9.5040 5.8619 3.6343  0.26
O 10.7544 5.8767 3.4668  -0.55
C 8.9179 5.4977 4.9974  0.97
F 8.3457 4.2954 4.9684  -0.24
F 9.9237 5.5285 5.8378  -0.22
F 8.0259 6.4148 5.3250  -0.24
H 7.4991 8.1164 1.3687  0.30
H 6.9710 6.5124 0.7406  0.30
H 8.1920 7.5378 -0.1696  0.37
H 9.8140 7.2766 1.4311  0.32
H 9.3535 5.6968 0.9398  0.35
C 5.1393 -3.9525 -2.9858  -1.06
C 4.9631 -4.1736 -4.4842  -0.32
O 6.0050 -5.0327 -4.8780  -0.22
C 6.6015 -4.7742 -6.0693  0.43
O 6.4789 -3.6757 -6.6722  -0.55
C 7.5878 -5.8347 -6.5958  0.78
F 7.2093 -6.3391 -7.7854  -0.19
F 8.8474 -5.1888 -6.6585  -0.23
F 7.7262 -6.8717 -5.6024  -0.25
H 4.2033 -3.5476 -2.6012  0.34
H 5.9815 -3.2988 -2.7586  0.31
H 5.1594 -4.9487 -2.5438  0.29
H 4.8648 -3.2999 -5.1284  0.39
H 3.9845 -4.6344 -4.6188  0.28
C -0.5822 -0.7403 -1.2274  -1.03
C -0.3423 0.8134 -1.3974  -0.27
O 0.9262 1.1486 -0.8898  -0.25
C 1.9346 1.2331 -1.7039  0.35
O 1.9795 0.9557 -2.9336  -0.57
C 3.1601 1.8455 -1.0573  0.89
F 3.9409 0.8201 -0.7593  -0.24
F 3.6429 2.6901 -1.9048  -0.22
F 2.8532 2.5102 0.1048  -0.26
H 0.1816 -1.2885 -1.7789  0.30
H -1.5264 -1.0441 -1.6794  0.36
H -0.5915 -1.0435 -0.1805  0.29
H -1.1564 1.2780 -0.8412  0.28
H -0.4743 1.2176 -2.4011  0.36

***

The following is a quantum chemistry calculation of a molecular structure, C20H25F2N6Re, from the Open Molecules 2025 dataset.

gap between HOMO and LUMO (spin up / spin down): 5.954 / 6.418 eV
spin multiplicity: 2
molecular weight: 573.7 g mol⁻¹
E: -37624.880 eV
E_HOMO (spin up / spin down): -17.830 / -17.865 eV
charge: +3

Last column: Mulliken spin population.
Cartesian coordinates (Å):
Re -0.0419 -0.1782 -0.1851  0.94
C -0.8879 -1.4555 -2.9473  0.00
C 0.4960 -1.9644 -2.5292  0.01
N 1.2379 -0.8770 -1.8266  0.01
C 1.5919 0.2418 -2.7721  0.01
C 1.4518 1.6052 -2.1119  0.00
N 0.2228 1.6802 -1.2544  -0.01
C -1.0394 2.0941 -1.9343  0.01
C -1.5622 0.9535 -2.7753  0.00
N -1.3783 -0.3491 -2.0404  0.00
H -1.6007 -2.2785 -2.9371  0.00
H -0.8746 -1.0795 -3.9677  0.00
H 1.0496 -2.3130 -3.4028  0.00
H 0.4162 -2.8001 -1.8370  0.00
H 2.1065 -1.2766 -1.4816  0.00
H 0.9497 0.1579 -3.6445  0.00
H 2.6124 0.1095 -3.1316  0.00
H 1.4308 2.3970 -2.8622  0.00
H 2.2974 1.7969 -1.4530  0.00
H 0.4079 2.4058 -0.5637  0.01
H -0.8710 2.9885 -2.5364  0.00
H -1.7434 2.3528 -1.1432  -0.01
H -1.0318 0.8915 -3.7216  0.00
H -2.6130 1.1079 -3.0184  0.00
H -2.3042 -0.6265 -1.7274  0.00
F 4.9696 0.4019 1.6708  0.00
C 3.6793 0.5968 1.8482  0.00
C 2.8059 0.3240 0.8125  0.01
C 1.4259 0.4994 1.0021  -0.04
C 0.9499 1.0408 2.2354  -0.04
C 1.8767 1.2771 3.2504  0.00
F 1.4788 1.7176 4.4342  0.00
C 3.2331 1.0684 3.0751  -0.02
C -0.4993 1.2695 2.3521  0.05
C -1.1502 1.8969 3.4065  -0.01
C -2.5257 2.0725 3.3513  0.02
C -3.2337 1.6237 2.2442  -0.01
C -2.5324 1.0086 1.2316  0.02
N -1.2004 0.8186 1.2733  -0.02
H 3.2390 -0.0329 -0.1136  0.00
H 3.9271 1.2737 3.8815  0.00
H -0.5946 2.2528 4.2578  0.00
H -3.0387 2.5641 4.1677  0.00
H -4.3039 1.7521 2.1652  0.00
H -3.0387 0.6496 0.3426  0.00
N -1.6077 -2.5838 0.9957  -0.01
C -1.4297 -3.7853 1.5426  0.02
C -0.0705 -4.0761 1.4989  0.00
C 0.5117 -2.9838 0.8958  0.00
N -0.4261 -2.0520 0.5773  0.01
H -2.4729 -2.0710 0.9222  0.00
H -2.2633 -4.3521 1.9287  0.00
H 0.4159 -4.9621 1.8696  0.00
H 1.5522 -2.7931 0.6855  0.00

***

> The highest molecular weight belongs to which entry?

C20H25F15O10

***

> Which value of molecular weight does entry 1 give?

440.9 g mol⁻¹

***

> The lowest molecular weight belongs to which entry?

C20H25ClN4O